#one
A cluster of 3 separate species, CH10NO2 in total. Source: OMol25; level of theory: wB97M-V/def2-TZVPD.

Cartesian coordinates (Å):
1 C 0.43 -1.67 0.12
2 N -0.11 -0.40 -0.33
3 H -0.17 -1.94 0.95
4 H 0.52 -2.27 -0.73
5 H 1.48 -1.62 0.40
6 H 0.28 0.30 0.39
7 H -1.13 -0.31 -0.13
8 H 0.06 0.04 -1.23
9 H 2.11 1.79 0.63
10 H 2.30 0.75 1.75
11 O 1.83 0.92 0.88
12 H -2.71 1.26 -1.61
13 H -2.76 1.52 -0.14
14 O -2.13 1.64 -0.94

Properties
Kohn-Sham gap: 12.56 eV
HOMO energy: -15.971 eV
Net charge: +1

---

#two
A structure of composition CH10NO2. Source: OMol25; level of theory: wB97M-V/def2-TZVPD.

Cartesian coordinates (Å):
1 C 1.43 0.25 -2.20
2 N -0.91 -0.40 2.28
3 H 1.10 -0.30 -1.33
4 H 2.26 0.92 -2.00
5 H 1.84 -0.46 -2.92
6 H 0.60 0.83 -2.60
7 H -1.74 -0.04 2.74
8 H -0.06 -0.95 2.50
9 H -0.50 0.66 1.61
10 H -0.10 2.26 1.58
11 O -0.08 1.44 1.03
12 H -1.82 -1.91 -0.55
13 H -0.96 -1.02 0.38
14 O -1.07 -1.29 -0.52

Properties
Kohn-Sham gap: 3.84 eV
HOMO energy: -15.457 eV
Net charge: +1

---

Structures ranked by computed energy, the most stable listed first: #one, #two.

---

#one
A cluster of 3 separate species, CH10NO2 in total. Source: OMol25; level of theory: wB97M-V/def2-TZVPD.

Cartesian coordinates (Å):
1 C 1.33 0.31 1.68
2 N 0.50 0.04 0.46
3 H 1.70 1.34 1.69
4 H 0.73 0.25 2.58
5 H 2.15 -0.39 1.73
6 H -0.33 -0.54 0.50
7 H 1.13 -0.47 -0.14
8 H 0.25 0.88 -0.07
9 H -2.30 1.18 -1.56
10 H -2.49 1.28 -0.05
11 O -1.82 1.30 -0.74
12 H -0.99 -1.66 -2.35
13 H 0.38 -2.13 -1.94
14 O -0.24 -1.39 -1.80

Properties
Kohn-Sham gap: 12.47 eV
HOMO energy: -15.865 eV
Net charge: +1

---

#two
A cluster of 3 separate species, CH10NO2 in total. Source: OMol25; level of theory: wB97M-V/def2-TZVPD.

Cartesian coordinates (Å):
1 C -1.58 1.13 -0.71
2 N -0.83 -0.14 -0.43
3 H -2.41 1.19 -0.02
4 H -0.89 1.95 -0.60
5 H -1.94 1.22 -1.73
6 H -0.93 -0.88 -1.11
7 H -1.08 -0.47 0.51
8 H 0.17 0.11 -0.28
9 H 0.19 -1.20 2.83
10 H 0.33 -2.32 1.79
11 O 0.29 -1.35 1.85
12 H 2.58 0.31 -0.34
13 H 2.24 1.15 -1.51
14 O 1.84 0.53 -0.89

Properties
Kohn-Sham gap: 12.96 eV
HOMO energy: -16.147 eV
Net charge: +1

---

Structures ranked by computed energy, the most stable listed first: #two, #one.

---

#one
A cluster of 2 separate species, C9H16N3 in total. Source: OMol25; level of theory: wB97M-V/def2-TZVPD.

Cartesian coordinates (Å):
1 C 1.21 -3.24 1.43
2 C 1.43 -1.74 -0.59
3 N 1.51 -2.94 0.00
4 N 1.90 -1.51 -1.82
5 N 1.15 -0.57 0.07
6 H 2.25 -3.56 -0.30
7 H 2.28 -2.29 -2.37
8 H 1.36 -0.67 -2.26
9 H 0.32 -0.51 0.65
10 H 1.76 0.22 -0.10
11 H 2.15 -3.38 2.01
12 H 0.70 -4.21 1.39
13 H 0.31 -2.73 1.80
14 C -1.08 2.67 2.04
15 C -1.54 1.23 -1.93
16 C -0.31 1.76 -1.59
17 C -2.31 0.65 -0.94
18 C -0.03 2.14 -0.28
19 C -2.04 1.00 0.40
20 C -0.99 1.90 0.73
21 H -1.93 1.25 -2.94
22 H 0.30 2.17 -2.41
23 H -3.20 0.14 -1.16
24 H 0.84 2.77 -0.10
25 H -2.65 0.62 1.22
26 H -0.79 3.72 1.78
27 H -0.47 2.31 2.89
28 H -2.13 2.82 2.36

Properties
Kohn-Sham gap: 8.80 eV
HOMO energy: -12.040 eV
Net charge: +1

---

#two
A cluster of 2 separate species, C9H16N3 in total. Source: OMol25; level of theory: wB97M-V/def2-TZVPD.

Cartesian coordinates (Å):
1 C 2.53 -0.93 1.53
2 C 0.63 0.63 1.97
3 C 1.10 -0.58 1.42
4 C -0.66 0.87 2.31
5 C 0.16 -1.64 1.25
6 C -1.45 -0.33 2.42
7 C -1.04 -1.52 1.89
8 H 1.31 1.46 2.11
9 H -0.96 1.92 2.43
10 H 2.97 -0.56 2.44
11 H 3.25 -0.61 0.68
12 H 0.62 -2.41 0.70
13 H -2.40 -0.24 3.13
14 H -1.64 -2.57 1.86
15 H 2.66 -2.07 1.43
16 C -2.26 0.00 -2.06
17 C 0.13 0.83 -2.30
18 N -0.89 0.04 -2.65
19 N 0.25 1.53 -1.12
20 N 1.24 0.78 -3.16
21 H -0.84 -0.33 -3.60
22 H -0.64 1.85 -0.71
23 H 1.14 1.49 -0.48
24 H 1.71 1.73 -3.13
25 H 1.60 -0.06 -3.60
26 H -3.00 0.50 -2.63
27 H -2.14 0.64 -1.14
28 H -2.64 -1.03 -1.60

Properties
Kohn-Sham gap: 8.46 eV
HOMO energy: -11.682 eV
Net charge: +1

---

Structures ranked by computed energy, the most stable listed first: #one, #two.

---

#one
An isolated molecule of C5H9NS2. Source: OMol25; level of theory: wB97M-V/def2-TZVPD.

Cartesian coordinates (Å):
1 N 2.47 -0.41 -0.27
2 C 1.25 -0.67 0.41
3 C -0.09 -0.89 -0.20
4 C -1.12 -0.61 -1.27
5 S -2.42 0.23 -0.19
6 C -1.24 0.57 1.25
7 C 0.11 0.40 0.56
8 S 0.55 1.88 -0.40
9 H 3.15 0.05 0.32
10 H 2.36 0.16 -1.05
11 H 1.40 -1.30 1.27
12 H -0.54 -1.58 0.47
13 H -0.78 0.06 -2.03
14 H -1.58 -1.47 -1.70
15 H -1.43 1.58 1.63
16 H -1.40 -0.16 2.04
17 H -0.70 2.18 -0.85

Properties
Kohn-Sham gap: 9.18 eV
HOMO energy: -8.502 eV
SMILES: N[C@@H]1[C@@H]2CSC[C@@]12S

---

#two
An isolated molecule of C5H9NS2. Source: OMol25; level of theory: wB97M-V/def2-TZVPD.

Cartesian coordinates (Å):
1 N -2.16 1.49 -0.99
2 C -0.71 1.31 -0.96
3 C -0.08 0.05 -1.11
4 C 0.01 -1.40 -0.86
5 S 1.77 -1.26 -0.18
6 C 1.59 0.44 0.43
7 C 0.02 0.76 0.32
8 S -1.05 0.01 1.61
9 H -2.29 2.40 -0.66
10 H -2.48 0.82 -0.18
11 H -0.15 2.12 -1.34
12 H 0.78 0.28 -1.79
13 H -0.87 -1.90 -0.45
14 H 0.22 -1.95 -1.72
15 H 1.70 0.49 1.51
16 H 2.23 1.38 -0.05
17 H -0.50 -1.12 1.93

Properties
Kohn-Sham gap: 9.00 eV
HOMO energy: -8.394 eV
SMILES: N[C@@H]1[C@@H]2CSC[C@@]12S

---

Structures ranked by computed energy, the most stable listed first: #one, #two.

---

#one
A cluster of 4 separate species, C8H24O4 in total. Source: OMol25; level of theory: wB97M-V/def2-TZVPD.

Cartesian coordinates (Å):
1 C 0.32 3.10 -0.85
2 C 1.72 2.58 -1.16
3 O 1.63 1.39 -1.96
4 H -0.30 2.31 -0.43
5 H -0.13 3.53 -1.74
6 H 0.37 3.90 -0.11
7 H 2.25 2.35 -0.23
8 H 2.29 3.38 -1.63
9 H 2.38 1.45 -2.57
10 C -3.73 0.05 1.41
11 C -3.15 -1.11 0.64
12 O -2.92 -0.79 -0.72
13 H -4.71 0.32 1.02
14 H -3.04 0.89 1.47
15 H -3.82 -0.22 2.47
16 H -3.79 -1.99 0.71
17 H -2.17 -1.30 1.10
18 H -1.98 -0.89 -0.91
19 C -0.31 -2.76 -1.96
20 C 0.67 -1.74 -1.38
21 O -0.15 -0.61 -0.96
22 H 0.19 -3.67 -2.30
23 H -0.91 -2.29 -2.74
24 H -1.06 -3.04 -1.21
25 H 1.30 -1.40 -2.20
26 H 1.29 -2.14 -0.58
27 H 0.31 0.16 -1.31
28 C 2.77 0.07 1.70
29 C 1.51 -0.15 2.55
30 O 0.67 -1.18 2.07
31 H 3.45 -0.77 1.87
32 H 3.25 1.01 1.98
33 H 2.65 0.08 0.61
34 H 0.96 0.80 2.59
35 H 1.82 -0.39 3.57
36 H 0.38 -0.91 1.19

Properties
Kohn-Sham gap: 9.93 eV
HOMO energy: -9.510 eV
SMILES: CCO.CCO.CCO.CCO

---

#two
A cluster of 4 separate species, C8H24O4 in total. Source: OMol25; level of theory: wB97M-V/def2-TZVPD.

Cartesian coordinates (Å):
1 C -0.43 -8.82 -18.05
2 C -1.20 -8.10 -19.21
3 O -2.36 -8.86 -19.57
4 H -0.07 -9.72 -18.55
5 H -1.13 -9.04 -17.24
6 H 0.37 -8.22 -17.62
7 H -0.47 -7.88 -19.99
8 H -1.59 -7.12 -18.89
9 H -2.85 -8.27 -20.14
10 C 3.36 -7.53 -13.83
11 C 3.54 -6.44 -14.95
12 O 2.85 -6.99 -16.04
13 H 3.65 -7.20 -12.83
14 H 3.90 -8.44 -14.07
15 H 2.30 -7.75 -13.68
16 H 4.57 -6.15 -15.16
17 H 3.05 -5.50 -14.68
18 H 2.13 -6.42 -16.30
19 C -1.03 -8.96 -14.30
20 C -1.84 -7.71 -14.19
21 O -3.22 -8.02 -13.86
22 H -1.34 -9.61 -15.12
23 H -1.21 -9.52 -13.38
24 H 0.03 -8.71 -14.38
25 H -1.83 -7.12 -15.11
26 H -1.37 -7.11 -13.41
27 H -3.70 -7.19 -13.98
28 C -7.13 -7.78 -11.97
29 C -7.11 -8.96 -12.96
30 O -6.29 -8.74 -14.09
31 H -7.50 -6.87 -12.44
32 H -6.12 -7.56 -11.63
33 H -7.81 -7.97 -11.14
34 H -8.09 -9.33 -13.26
35 H -6.75 -9.84 -12.40
36 H -5.37 -8.92 -13.92

Properties
Kohn-Sham gap: 10.60 eV
HOMO energy: -10.099 eV
SMILES: CCO.CCO.CCO.CCO

---

Structures ranked by computed energy, the most stable listed first: #one, #two.

---

#one
An isolated molecule of C2H9N3. Source: OMol25; level of theory: wB97M-V/def2-TZVPD.

Cartesian coordinates (Å):
1 C 0.27 -1.46 -1.26
2 C 0.82 -0.14 -0.78
3 N 0.53 0.05 0.95
4 N -0.65 0.74 0.57
5 N -1.06 1.72 1.53
6 H 0.61 -2.28 -0.64
7 H -0.83 -1.44 -1.25
8 H 0.57 -1.64 -2.30
9 H 1.90 -0.13 -0.67
10 H 0.55 0.68 -1.43
11 H 0.28 -0.73 1.57
12 H -1.45 0.12 0.44
13 H -1.21 2.60 1.04
14 H -0.34 1.91 2.22

Properties
Kohn-Sham gap: 8.89 eV
HOMO energy: -7.695 eV
SMILES: CCNNN

---

#two
An isolated molecule of C2H9N3. Source: OMol25; level of theory: wB97M-V/def2-TZVPD.

Cartesian coordinates (Å):
1 C 0.72 1.48 -0.08
2 N -0.59 0.86 -0.10
3 C -0.67 -0.50 0.27
4 N 0.11 -0.88 1.37
5 N -0.24 -1.32 -1.11
6 H 0.60 2.54 -0.30
7 H 1.43 1.08 -0.82
8 H 1.16 1.38 0.91
9 H -0.95 0.84 -1.08
10 H -1.73 -0.79 0.34
11 H -0.01 -1.85 1.63
12 H 0.21 -0.20 2.11
13 H -0.83 -1.30 -1.93
14 H 0.77 -1.31 -1.22

Properties
Kohn-Sham gap: 9.26 eV
HOMO energy: -8.163 eV
SMILES: CNC(N)N

---

Structures ranked by computed energy, the most stable listed first: #two, #one.